Entry 1:
Here is a 11-piece molecular cluster, C36H62Br4O27 overall from the Open Molecules 2025 dataset. Energies are from the ωB97M-V functional and the def2-TZVPD basis.

Cartesian coordinates (Å):
C  0.3123  0.9695  1.4332
C  -0.2675  0.3751  0.1771
C  0.6976  -0.1238  -0.9412
O  -0.1642  -1.1719  -1.3649
C  -1.1100  -1.5252  -0.5230
O  -1.8537  -2.5450  -0.6786
O  -1.1087  -0.7197  0.4479
H  0.5006  0.2523  2.2321
H  -0.5168  1.4968  1.9048
H  1.1926  1.6081  1.3598
H  -0.8373  1.1685  -0.3067
H  1.6269  -0.3992  -0.4426
H  0.9410  0.6089  -1.7107
C  1.1526  -3.0862  -4.2594
C  2.5139  -2.1979  -4.2029
C  3.5119  -2.1342  -5.4096
O  3.4857  -0.7532  -5.7153
C  2.5250  -0.0759  -5.0183
O  2.1129  1.0507  -5.2714
O  2.1414  -0.8350  -4.0322
H  0.5885  -2.8684  -3.3526
H  1.2979  -4.1655  -4.2130
H  0.4917  -2.7784  -5.0697
H  3.0992  -2.6089  -3.3803
H  3.1181  -2.7842  -6.1909
H  4.5134  -2.4127  -5.0816
C  -3.1101  -2.0436  -3.9876
C  -2.6826  -0.7228  -4.5761
C  -1.2666  -0.4677  -4.9670
O  -1.1986  -0.7861  -6.2990
C  -2.3831  -0.9334  -6.8406
O  -2.6326  -0.9142  -8.0434
O  -3.2756  -0.6925  -5.8545
H  -2.8216  -1.9262  -2.9430
H  -2.4283  -2.8205  -4.3334
H  -4.1560  -2.3356  -4.0825
H  -3.0196  0.0564  -3.8925
H  -0.6263  -1.0830  -4.3350
H  -1.0811  0.5950  -4.8112
C  -3.3292  5.3570  -3.9246
C  -3.5662  4.8828  -2.5192
C  -4.5141  3.6456  -2.4176
O  -3.6005  2.6452  -2.7666
C  -2.3485  2.9453  -2.4401
O  -1.3714  2.2135  -2.3382
O  -2.3365  4.2328  -2.1504
H  -4.1773  6.0403  -3.9680
H  -3.4274  4.5735  -4.6760
H  -2.4285  5.9517  -4.0768
H  -3.7416  5.6585  -1.7737
H  -5.2908  3.6323  -3.1822
H  -4.8341  3.5927  -1.3770
C  7.0553  2.6997  -2.7286
C  5.8424  1.7983  -3.0875
C  6.3100  0.4416  -3.6388
O  5.4324  -0.4457  -2.9474
C  4.9166  0.1412  -1.9076
O  4.3014  -0.4722  -1.0887
O  5.1568  1.4397  -1.9343
H  7.8840  2.6446  -3.4346
H  7.3772  2.5311  -1.7010
H  6.7933  3.7576  -2.7137
H  5.1116  2.2517  -3.7573
H  7.3906  0.2985  -3.6446
H  5.9423  0.3418  -4.6601
Br  -6.3048  -3.5390  1.7349
C  -4.6105  -2.6914  1.2716
C  -3.9015  -1.9244  2.3198
Br  -3.5613  -3.1070  3.9449
H  -4.8691  -2.0488  0.4300
H  -3.9745  -3.4846  0.8787
H  -4.4765  -1.0581  2.6469
H  -2.9165  -1.6638  1.9325
Br  -0.6180  -5.3107  4.5748
C  0.8905  -4.2401  3.7079
C  0.4940  -2.8752  3.1303
Br  2.1780  -2.0555  2.5583
H  1.3839  -4.8290  2.9346
H  1.6640  -4.0755  4.4580
H  0.0349  -2.1483  3.8004
H  -0.0860  -3.0274  2.2201
C  4.2272  4.2686  4.7505
O  4.8894  3.5383  3.7728
C  4.2667  2.6009  3.0113
O  3.0636  2.6676  2.7214
O  5.1601  1.7104  2.5306
C  4.6035  0.5485  1.9665
H  4.8397  4.9685  5.3189
H  3.9535  3.5259  5.4999
H  3.2672  4.5996  4.3544
H  3.8613  0.7718  1.2001
H  4.0309  0.0227  2.7305
H  5.3806  -0.0956  1.5550
C  -5.5810  -8.2193  2.2082
O  -4.7740  -7.1343  2.3241
C  -3.7323  -7.0701  1.5090
O  -3.3506  -7.9718  0.6904
O  -3.2625  -5.9570  1.7321
C  -2.0378  -5.5414  0.9936
H  -4.9712  -9.1226  2.2264
H  -6.3224  -8.2311  1.4093
H  -6.2271  -8.1411  3.0826
H  -2.3371  -5.2197  -0.0039
H  -1.2783  -6.2838  0.7482
H  -1.5663  -4.7408  1.5635
C  0.4689  4.5425  0.4103
O  0.9562  4.5939  1.7301
C  0.1070  4.3676  2.7389
O  -1.0434  3.9191  2.6582
O  0.6972  4.7458  3.8552
C  0.0359  4.7843  5.1087
H  0.7643  3.7076  -0.2252
H  0.8857  5.4325  -0.0611
H  -0.6196  4.5499  0.3530
H  -0.0981  3.7831  5.5183
H  -0.8716  5.3744  5.2364
H  0.7840  5.1770  5.7973
C  -3.4630  1.3646  5.7740
O  -2.1498  1.4352  6.2921
C  -1.1199  1.0344  5.4756
O  -1.2838  0.5219  4.3170
O  0.0660  1.2829  6.1267
C  1.2316  1.1459  5.4245
H  -3.5385  1.1987  4.6993
H  -3.9184  2.2929  6.1187
H  -4.0302  0.5115  6.1464
H  2.1418  1.4026  5.9665
H  1.1727  2.0074  4.7593
H  1.5648  0.3397  4.7710

Forces on the atoms, in the same order (eV/Å):
C -0.9 -0.3 1.3
C 1.8 2.8 -0.8
C -1.2 0.6 2.6
O 1.4 -1.7 -3.3
C -1.8 -4.8 -2.2
O 2.5 3.6 0.7
O -1.2 1.2 3.3
H 0.4 -0.5 -0.4
H 0.2 0.6 -0.1
H -0.1 0.0 -0.5
H -0.6 -0.2 0.1
H 0.1 -1.0 -0.5
H -0.6 -0.3 -0.2
C 1.2 1.4 0.2
C -0.8 -2.2 -0.2
C -1.4 -0.2 1.3
O 0.0 1.0 -1.3
C 0.1 1.9 -1.6
O 1.3 -2.6 0.7
O -1.2 -0.6 1.8
H 0.2 0.2 0.2
H 0.4 0.1 -0.5
H 0.3 -0.2 -0.4
H -0.3 0.7 0.6
H 0.4 0.4 -0.5
H -0.1 0.0 -0.3
C 1.9 -0.1 1.3
C -1.5 -0.7 0.0
C 0.4 0.3 2.6
O 2.6 -1.3 -1.6
C -1.8 2.8 -2.2
O 0.5 -1.1 2.9
O -2.1 0.2 -1.6
H -0.4 -0.5 0.4
H -0.3 -0.4 -0.3
H 0.2 0.4 -0.2
H -0.4 0.4 -0.6
H 0.5 0.2 -0.3
H 0.5 0.0 -0.1
C -1.6 1.2 0.3
C 0.9 -1.4 -0.3
C 0.8 2.1 -0.4
O -0.2 -2.9 -0.5
C 1.6 -0.4 1.0
O -2.2 1.0 -0.7
O 1.5 0.9 1.2
H -0.1 0.3 -1.2
H 0.1 0.0 0.1
H 0.0 -0.3 0.3
H -0.1 0.0 -0.3
H -0.2 0.1 0.5
H -0.4 -0.6 -0.1
C -0.9 0.8 0.0
C 2.1 0.6 -0.8
C -1.7 0.8 -1.7
O 1.9 -1.6 -1.3
C -0.9 -0.6 1.2
O -0.4 0.4 0.5
O -0.8 0.7 1.9
H -0.1 -0.4 0.0
H 0.2 -0.6 -0.2
H -0.3 0.0 -0.1
H 0.3 0.3 -0.1
H -0.2 -0.6 0.8
H 0.6 0.2 -0.3
Br 0.1 0.2 0.2
C -0.1 -0.8 -1.1
C 0.0 -0.5 1.2
Br -0.1 1.0 -1.0
H 0.1 0.1 0.1
H -0.2 0.0 0.1
H 0.3 -0.1 0.2
H -0.1 0.2 0.2
Br 1.3 0.9 -0.8
C 0.0 0.4 0.6
C -0.1 -0.8 -0.2
Br 0.0 -0.1 -0.1
H -0.6 -0.3 0.0
H -0.4 -0.2 0.3
H -0.1 -0.4 0.0
H -0.1 0.3 0.2
C -2.1 -1.2 1.0
O 2.1 -1.5 -1.7
C -2.0 1.4 -0.6
O 2.5 -0.8 0.9
O -0.1 1.5 1.1
C -1.3 -0.8 -0.4
H 0.2 0.2 -1.0
H -0.2 0.0 0.5
H 0.2 0.8 0.1
H 0.3 0.2 -0.2
H 0.3 -0.2 0.2
H 0.1 0.4 0.2
C -1.8 -2.0 1.1
O 0.2 0.9 -0.3
C -0.7 -6.4 -3.2
O -1.2 3.0 2.7
O 5.0 5.2 -0.4
C -0.5 0.1 -0.5
H -0.4 -0.2 -0.1
H 0.6 0.3 -0.7
H 0.2 -0.5 0.3
H -0.3 0.5 0.2
H -0.5 -0.7 0.9
H -0.5 -0.1 0.0
C -0.6 0.6 -1.2
O -0.1 -0.5 0.9
C -2.5 -0.9 -0.5
O 2.2 0.9 0.1
O 0.6 0.7 0.1
C 0.6 -0.8 1.2
H 0.5 -0.4 0.7
H -0.2 0.0 -0.1
H 0.0 0.2 0.3
H -0.5 -0.2 -0.4
H 0.0 0.0 -0.8
H 0.0 0.4 -0.2
C -1.0 -0.2 -0.3
O 2.5 -0.7 -1.0
C -1.1 -1.4 -2.8
O 1.2 2.1 4.8
O -3.4 -1.5 0.9
C 2.5 2.4 -2.7
H 0.6 0.6 -0.1
H -0.2 -0.1 -0.4
H 0.3 0.0 0.7
H -0.6 -0.2 1.1
H 0.5 0.0 -0.8
H -1.3 -0.9 0.4

## Properties
**SMILES**: C[C@H]1COC(=O)O1.C[C@H]1COC(=O)O1.C[C@H]1COC(=O)O1.C[C@H]1COC(=O)O1.C[C@H]1COC(=O)O1.COC(=O)OC.COC(=O)OC.COC(=O)OC.COC(=O)OC.BrCCBr.BrCCBr
**HOMO energy**: -9.458 eV
**Total energy**: -373786.66308 eV
**Strongest force on any atom**: 0.140 hartree/bohr
**Multiplicity**: 1
**Relative energy (zero: lowest compared OMol25 entry of this formula, charge and spin)**: 91.29 kcal/mol


Entry 2:
Here is C10H40ClN20O14 as an isolated structure from the Open Molecules 2025 dataset. Energies are from the ωB97M-V functional and the def2-TZVPD basis.

Cartesian coordinates (Å):
Cl  0.8856  -0.1931  0.8684
O  0.1763  -0.8947  1.8936
O  1.1363  -1.0215  -0.2997
O  0.0932  0.9300  0.4254
O  2.1826  0.2350  1.3371
C  3.6226  1.2689  -3.0218
O  4.6555  0.8658  -2.5303
N  3.5546  1.9776  -4.2019
N  2.3673  1.0804  -2.4966
H  4.4124  2.4346  -4.4614
H  2.7248  2.5180  -4.3756
H  2.3017  0.4881  -1.6846
H  1.6366  1.0978  -3.1864
C  -0.6434  1.4065  -3.8172
O  -0.9625  1.1999  -4.9897
N  -1.2486  2.3731  -3.0896
N  0.3620  0.7497  -3.1910
H  -2.1064  2.8235  -3.3275
H  -0.7858  2.5822  -2.2149
H  0.5235  0.8042  -2.1963
H  0.8173  -0.0276  -3.6341
C  2.1361  3.2526  3.6570
O  2.1358  4.0318  4.6042
N  3.1655  3.1336  2.7766
N  1.0872  2.4234  3.3963
H  3.7883  3.9110  2.6613
H  3.1866  2.4540  2.0345
H  0.2238  2.5962  3.8899
H  1.1976  1.7871  2.6329
C  1.1691  -1.8721  -4.2964
O  2.2864  -1.4323  -4.4503
N  0.5915  -1.9736  -3.0598
N  0.2690  -2.0616  -5.3190
H  1.1712  -1.6646  -2.2934
H  -0.3467  -2.2350  -2.8235
H  0.5611  -1.9767  -6.2733
H  -0.6324  -2.4413  -5.0989
C  0.1817  4.7570  0.0236
O  0.2158  4.1312  -1.0201
N  -0.2514  4.2639  1.2200
N  0.3541  6.1110  0.0469
H  -0.4252  4.9319  1.9465
H  -0.6163  3.3295  1.2695
H  0.5548  6.4772  -0.8649
H  0.5049  6.6044  0.9051
C  -2.9258  -2.4155  3.7277
O  -2.5132  -1.5038  4.4239
N  -2.4867  -2.6364  2.4574
N  -3.8627  -3.3240  4.1796
H  -1.7293  -2.0453  2.1551
H  -2.8592  -3.3696  1.8880
H  -4.2586  -3.9421  3.4997
H  -4.2592  -3.0742  5.0656
C  -3.7473  -0.2475  -0.2394
O  -4.0391  0.7474  0.4135
N  -2.4719  -0.7002  -0.4205
N  -4.6887  -1.0411  -0.8246
H  -2.3713  -1.7142  -0.4831
H  -1.7056  -0.1386  -0.1003
H  -4.4901  -1.8014  -1.4424
H  -5.6410  -0.8194  -0.5996
C  3.7848  -3.5028  2.2191
O  3.0666  -4.3788  2.6571
N  5.1137  -3.3682  2.5702
N  3.4265  -2.5574  1.3132
H  5.5705  -3.9942  3.2012
H  5.5778  -2.5289  2.2774
H  2.4922  -2.3671  1.0023
H  4.1262  -2.0205  0.8335
C  -2.0698  2.0309  3.4217
O  -1.6766  1.9798  4.5834
N  -2.9322  2.9722  2.9225
N  -1.9959  0.9064  2.6358
H  -3.0827  3.8403  3.3998
H  -3.2160  2.9059  1.9600
H  -1.6177  0.0824  3.0763
H  -2.6499  0.8067  1.8730
C  -1.3414  -4.0409  -1.0612
O  -2.0532  -3.4176  -0.2787
N  -1.7972  -4.8008  -2.0883
N  -0.0039  -4.1405  -0.8205
H  -2.7043  -4.5323  -2.4269
H  -1.1495  -5.3164  -2.6536
H  0.6849  -4.3456  -1.5247
H  0.2825  -3.4237  -0.1637

Forces on the atoms, in the same order (eV/Å):
Cl 0.6 1.2 -0.2
O 0.2 -0.7 -0.2
O -0.3 -1.0 -0.2
O 0.1 0.1 -0.1
O -0.5 0.2 0.2
C -0.9 -0.3 1.0
O 0.7 0.1 0.0
N 0.5 0.3 -0.5
N 5.4 1.0 0.9
H 0.0 -0.1 -0.1
H 0.0 0.1 0.1
H 0.2 -0.2 0.0
H 1.6 1.2 0.2
C -1.7 0.3 -1.6
O 0.3 -0.4 0.2
N 1.1 -0.3 1.4
N -4.6 -0.8 -0.7
H 0.0 -0.1 -0.4
H -0.5 0.6 0.2
H -1.3 0.0 0.0
H -0.9 0.1 -0.3
C -1.1 -0.2 0.4
O 0.2 0.4 -0.4
N 1.1 0.1 -0.6
N 0.7 0.5 0.3
H 0.0 0.0 0.4
H -0.4 0.0 0.0
H 0.1 -0.6 0.2
H -0.5 -0.2 -0.1
C -1.6 0.5 -0.5
O 0.6 -0.3 -0.1
N 1.0 -1.0 0.7
N 0.3 -0.6 0.3
H -0.1 -0.2 0.1
H -0.1 0.1 -0.4
H 0.1 0.1 0.0
H -0.1 0.1 -0.3
C -1.7 -0.2 0.6
O 0.4 -0.4 -0.3
N 0.5 0.2 -0.5
N 0.3 0.0 -0.4
H -0.1 -0.4 0.3
H 0.2 -0.1 0.1
H 0.3 0.5 0.2
H 0.2 0.3 -0.2
C 0.1 0.0 0.0
O 0.0 -0.2 0.0
N -0.2 0.3 0.6
N 0.8 0.5 -0.2
H 0.0 -0.2 -0.4
H 0.3 0.1 -0.3
H -0.5 -0.2 0.4
H -0.4 -0.3 -0.1
C 1.1 -0.3 0.3
O -0.2 0.3 -0.2
N -0.7 -0.3 -0.5
N -0.8 0.2 0.2
H 0.3 0.5 0.1
H 0.2 0.2 0.3
H 0.2 0.0 0.0
H 0.0 -0.1 -0.1
C 0.4 -0.2 0.0
O -0.2 0.0 0.1
N 0.0 0.3 -0.4
N 0.0 0.3 -0.6
H -0.2 -0.1 0.1
H 0.3 -0.1 0.3
H -0.2 -0.4 0.3
H 0.0 0.1 0.1
C -2.1 -2.9 0.9
O 0.8 1.5 -0.3
N 0.3 0.7 -0.4
N 0.5 1.1 -0.2
H 0.2 -0.1 0.2
H -0.1 0.0 0.0
H -0.1 0.1 0.2
H 0.0 -0.1 -0.1
C 1.2 -0.8 0.9
O -0.6 -0.2 -0.7
N -0.6 0.4 -0.1
N 0.1 0.7 0.5
H 0.0 -0.4 -0.2
H -0.1 0.1 -0.2
H -0.2 0.0 -0.2
H 0.2 -0.2 0.1

## Properties
**Charge**: -1
**HOMO energy**: -6.648 eV
**Total energy**: -82012.60796 eV
**Strongest force on any atom**: 0.107 hartree/bohr
**Multiplicity**: 1
**Relative energy (zero: lowest compared OMol25 entry of this formula, charge and spin)**: 59.32 kcal/mol